C38H44F3N10O11S2SiTa | ωB97M-V/def2-TZVPD

The geometry in ORCA input format:
```
! wB97M-V def2-TZVPD RIJCOSX def2/J DEFGRID3
* xyz 0 1
Ta -0.412 0.019 -0.328
S 5.345 -0.665 3.429
S 1.642 0.235 -1.842
Si 0.160 3.469 -0.552
F 3.192 -2.730 -4.785
F 2.620 -0.685 -4.393
F 4.639 -1.347 -3.974
O -1.025 -1.749 0.621
O -1.730 -0.060 -4.169
O -0.986 -3.952 0.850
O 0.573 0.381 1.186
O 5.776 0.145 4.526
O -0.949 -0.982 -1.818
O -4.372 -5.591 -4.203
O -3.810 -6.462 -2.311
O -3.312 -1.117 -5.166
O 1.586 1.061 3.054
O 5.907 -1.968 3.227
N -2.473 0.390 1.830
N 1.533 -2.034 -0.611
N -4.233 -0.658 3.157
N -2.466 -1.017 -4.292
N -2.548 0.694 4.249
N -0.790 1.983 -0.801
N -2.725 0.920 -1.256
N -3.807 -5.560 -3.126
N -4.226 1.745 2.851
N 3.713 -0.873 3.629
C -3.761 2.977 -2.757
C 6.478 0.345 -0.299
C 1.922 -3.255 -0.261
C 3.374 -3.403 -2.124
C 1.484 -1.293 2.687
C 6.234 2.418 -1.719
C -2.444 -4.249 -1.552
C 2.927 -2.155 -2.535
C 5.359 2.249 0.628
C -3.350 1.572 1.699
C -4.471 1.795 -2.604
C -3.407 -0.487 4.354
C -4.677 -0.495 -1.601
C 1.576 3.148 0.629
C -5.052 0.543 2.989
C -1.696 0.546 3.078
C 5.570 0.248 1.914
C 6.247 -0.362 0.871
C -3.916 0.780 -1.840
C 0.932 4.021 -2.185
C 2.069 -1.436 -1.686
C 1.232 0.160 2.340
C -2.521 3.115 -2.168
C -3.349 -0.792 2.006
C -2.010 2.048 -1.424
C 2.985 -1.600 2.584
C -1.653 -2.036 -2.134
C 6.024 1.653 -0.442
C -0.935 4.780 0.265
C 2.903 -3.952 -0.945
C 5.128 1.558 1.804
C -3.069 -4.344 -2.786
C 3.336 -1.705 -3.912
C -1.202 -2.966 0.179
C -3.399 1.869 4.055
C -1.764 -3.101 -1.213
C -3.052 -3.295 -3.680
C -2.353 -2.145 -3.365
H -5.597 -0.279 -1.053
H 1.189 -1.464 3.723
H 7.042 -0.117 -1.098
H 6.413 3.474 -1.517
H 3.274 0.006 3.895
H -5.678 0.432 2.101
H 0.210 4.292 -2.956
H 5.033 3.278 0.536
H -1.936 4.011 -2.306
H -5.699 0.657 3.861
H -4.048 1.982 4.924
H -4.056 -0.377 5.224
H -3.961 1.460 0.804
H 5.338 2.343 -2.340
H 6.607 -1.373 1.008
H -1.064 1.433 2.990
H -4.968 -0.955 -2.546
H -3.572 -3.366 -4.623
H -2.772 2.759 3.967
H -3.954 -0.912 1.105
H 0.911 -1.923 2.013
H -5.434 1.655 -3.072
H 4.074 -3.947 -2.745
H -2.728 -1.676 2.139
H 1.553 3.217 -2.588
H -4.079 -1.201 -1.028
H -2.784 -1.374 4.486
H 1.242 2.991 1.652
H -2.726 2.462 1.588
H -1.553 5.347 -0.432
H -1.601 4.337 1.008
H 1.574 4.888 -2.014
H -1.069 -0.338 3.205
H 2.242 4.015 0.632
H 2.154 2.277 0.324
H -0.295 5.494 0.788
H 3.247 -4.909 -0.584
H 4.630 2.039 2.638
H 3.143 -2.665 2.757
H -4.171 3.789 -3.343
H 1.422 -3.691 0.596
H -2.501 -5.070 -0.851
H 7.076 2.020 -2.282
H 3.352 -1.357 1.580
*
```

Results
LUMO level (eV): -1.204
Energy above the lowest of the compared OMol25 structures with the same formula, charge and spin (eV): 0.640

***

C38H44FN7O7SZn | ωB97M-V/def2-TZVPD

The geometry in ORCA input format:
```
! wB97M-V def2-TZVPD RIJCOSX def2/J DEFGRID3
* xyz 0 1
Zn 2.310 -0.560 0.148
S -3.800 4.012 -1.220
F -4.315 -0.550 -0.015
O -3.573 5.112 -2.113
O -3.203 2.747 -1.549
O 2.739 -2.472 0.460
O 0.592 3.915 -3.004
O 0.066 5.410 -1.545
O 0.594 -1.245 -0.728
O 3.042 -4.492 -0.419
N -1.077 3.397 0.061
N -0.636 1.244 -0.156
N 0.124 4.251 -1.935
N 4.182 -0.487 -0.970
N -1.087 -4.975 -0.621
N 2.628 1.366 0.267
N 1.687 -0.267 2.196
C 1.850 3.379 1.512
C 4.134 -1.256 -2.214
C -0.080 1.879 -1.197
C -3.302 -4.006 -0.338
C -2.167 -1.449 -0.362
C 1.488 1.159 2.329
C -5.879 2.468 -0.316
C 5.766 2.656 -2.203
C -3.515 -1.624 -0.203
C -3.893 -5.381 -0.297
C 0.493 -1.057 2.477
C 0.246 -4.798 -0.518
C 2.014 1.995 1.306
C 0.806 3.055 3.654
C -1.240 2.158 0.574
C 0.854 -3.584 -0.431
C -4.094 -2.887 -0.199
C -1.708 4.603 0.532
C 5.248 -1.017 -0.114
C 3.564 1.867 -0.603
C 2.353 -3.524 -0.135
C 1.269 3.890 2.654
C -0.821 -7.192 -1.707
C 4.420 0.919 -1.215
C -1.626 -6.334 -0.730
C -0.335 3.233 -1.094
C 0.924 1.688 3.472
C -3.228 4.528 0.455
C -1.350 -2.577 -0.510
C -2.024 1.850 1.792
C -1.908 -3.872 -0.501
C 4.885 3.593 -1.701
C 3.800 3.207 -0.942
C 0.099 -2.379 -0.574
C -3.078 -6.292 -1.200
C 5.499 1.319 -1.981
C 2.785 -0.666 3.075
C -5.603 3.769 -1.032
H 0.572 1.041 4.263
H 3.081 -1.686 2.830
H -2.085 2.714 2.447
H -1.351 5.423 -0.094
H -3.025 1.529 1.504
H 1.198 4.962 2.770
H 6.225 -0.949 -0.609
H 5.028 -2.058 0.117
H -1.582 -6.791 0.269
H -5.257 1.688 -0.746
H -1.370 -8.112 -1.900
H -6.922 2.179 -0.423
H 2.179 4.092 0.780
H 0.127 -0.916 3.502
H -5.658 2.541 0.746
H 0.386 3.456 4.565
H -5.163 -2.980 -0.078
H -0.285 -0.777 1.770
H 5.110 -1.290 -2.712
H -5.992 4.643 -0.518
H -1.703 -0.471 -0.363
H -3.643 3.813 1.159
H 6.636 2.956 -2.764
H 2.495 -0.597 4.132
H -3.655 5.513 0.607
H -3.856 -5.754 0.731
H -5.981 3.753 -2.052
H -1.554 1.034 2.335
H 3.131 3.985 -0.628
H 0.732 -2.111 2.338
H 3.629 0.000 2.909
H -0.688 -6.671 -2.652
H 3.832 -2.278 -1.989
H 0.154 -7.470 -1.319
H 5.049 4.643 -1.891
H -4.937 -5.362 -0.607
H 0.874 -5.677 -0.512
H -1.392 4.787 1.567
H -3.484 -7.304 -1.200
H 3.406 -0.805 -2.886
H -3.110 -5.918 -2.225
H 5.277 -0.444 0.810
H 0.480 1.362 -1.948
H 6.167 0.581 -2.400
*
```

Results
LUMO level (eV): -0.111

***

So what do the calculations give for DFT total energy? Going down the list: -116798.18159 -126854.25983 eV.